No. 1
The following is a DFT calculation (ωB97M-V/def2-TZVPD) of an isolated molecule of C5H8O4S in a non-equilibrium geometry.

Properties
HOMO energy (spin up / spin down) = -0.3042 / -0.2375 hartree
LUMO energy (spin up / spin down) = 0.4991 / 0.0112 eV
ΔE to the lowest compared entry with this formula, charge and spin = 402.9 kJ/mol
charge = 0
orbital gap (spin up / spin down) = 8.78 / 6.47 eV

CARTESIAN COORDINATES (ANGSTROEM)
O: 0.6393 -0.9712 0.4699
C: -0.9698 -0.4213 1.9672
H: -1.8355 0.2152 2.1159
H: -0.9452 -1.4533 2.1697
H: 1.5420 -2.2250 -2.7027
S: 0.5238 -2.1849 -1.9010
H: 0.7646 3.3453 -0.8853
O: -1.9107 1.5476 0.0395
H: -1.3679 -1.0956 -0.0913
C: -0.6343 -0.4738 0.4835
C: -0.7247 0.9272 -0.2133
O: 0.3443 2.6797 -1.4597
C: 1.3093 -1.1646 -0.6773
C: 0.2965 1.4718 -0.8041
H: 2.8009 -0.7764 0.4455
H: -0.0530 -0.0176 2.3202
O: 2.6073 -1.1824 -0.4136
H: -2.3866 1.7795 -0.8627

Atoms 1-6, force components in eV/Å:
0.956 -1.258 0.080
0.335 0.754 -2.182
-0.134 -0.504 0.524
-0.879 -1.167 1.320
1.017 0.088 -0.736
-0.550 -0.136 1.035

=====

No. 2
The following is a DFT calculation (ωB97M-V/def2-TZVPD) of an isolated molecule of C5H9NO in a non-equilibrium geometry.

Properties
HOMO energy = -0.3202 hartree
LUMO energy = 0.7243 eV
ΔE to the lowest compared entry with this formula, charge and spin = 210.5 kJ/mol
charge = 0
SMILES = C=C(N)CCC=O
orbital gap = 9.44 eV

CARTESIAN COORDINATES (ANGSTROEM)
C: 1.0910 0.0052 0.3261
C: -0.7954 -1.7721 0.7599
N: -0.2313 2.0260 -0.2495
C: 0.0179 -0.6237 1.2780
H: -0.6393 0.6158 -2.6247
H: 0.7314 -0.5586 -2.1228
H: -0.7298 0.1286 1.5279
H: 1.7651 0.6206 0.9138
H: 1.5930 -0.8575 -0.1117
O: -1.4050 -2.5625 1.4346
C: 0.1661 0.3509 -1.9574
H: -0.8224 2.3891 -0.9660
H: -0.6575 1.7616 0.6171
C: 0.4505 0.8677 -0.7472
H: -1.0543 -1.6038 -0.3031
H: 0.5200 -0.7871 2.2250

Atoms 1-6, force components in eV/Å:
-0.684 0.017 -0.299
-1.136 1.089 0.000
1.981 -1.143 -0.337
1.063 0.838 0.365
0.250 0.489 -0.120
-0.227 -0.038 -0.685

=====

No. 3
The following is a DFT calculation (ωB97M-V/def2-TZVPD) of an isolated molecule of C6H9N in a non-equilibrium geometry.

Properties
HOMO energy = -0.3320 hartree
LUMO energy = 1.0701 eV
ΔE to the lowest compared entry with this formula, charge and spin = 191.1 kJ/mol
charge = 0
SMILES = C1=C[C@@H]2C[C@H]1CN2
orbital gap = 10.11 eV

CARTESIAN COORDINATES (ANGSTROEM)
H: -0.4727 1.8496 0.8613
H: -0.5922 -0.2972 2.0479
C: 0.8211 0.9215 -0.6739
C: 0.1675 -1.2295 0.0869
H: -1.6600 -1.4841 -1.3225
C: 0.1285 -0.2005 1.2534
H: 2.0760 -0.7513 -0.2414
H: 0.4938 1.2795 -1.6999
C: -1.2297 -0.9042 -0.5209
C: -0.3183 0.9267 0.4091
C: -1.4396 0.3867 -0.3716
H: 1.1050 -0.1169 1.8251
H: 1.6933 1.5340 -0.3838
H: -2.2799 0.9533 -0.8037
N: 1.1705 -0.5976 -0.7783
H: 0.3367 -2.2702 0.3123

Atoms 1-6, force components in eV/Å:
-0.139 1.682 0.867
-0.608 -0.795 0.205
0.471 -0.585 -1.025
-1.879 1.222 0.781
-0.381 -0.415 0.282
0.874 -1.187 1.945

=====

No. 4
The following is a DFT calculation (ωB97M-V/def2-TZVPD) of a cluster of 2 separate species, C4H8N2O in total in a non-equilibrium geometry.

Properties
HOMO energy = -0.3163 hartree
LUMO energy = 0.8879 eV
ΔE to the lowest compared entry with this formula, charge and spin = 140.7 kJ/mol
charge = 0
SMILES = Cc1c[nH]cn1.O
orbital gap = 9.50 eV

CARTESIAN COORDINATES (ANGSTROEM)
C: 0.0386 -0.3877 -1.3395
H: -2.3714 -0.7567 0.8421
C: -0.0428 0.8018 -0.6223
H: 1.3051 -0.2940 1.6416
H: 0.5435 -0.7773 -2.2041
N: -0.8240 0.6292 0.4931
H: 0.9015 -1.0858 2.8457
H: 0.8937 2.6493 -0.1155
H: -1.2985 -2.0294 -1.0070
C: 0.9182 1.9470 -0.9495
C: -1.4562 -0.5168 0.3306
N: -0.8144 -1.2208 -0.6595
H: 0.5530 2.5089 -1.8043
O: 1.5266 -1.0930 2.1230
H: 1.8960 1.4842 -1.0846

Atoms 1-6, force components in eV/Å:
-1.109 0.210 1.185
0.257 -0.681 0.222
2.319 -1.034 -0.698
-0.089 0.207 -0.261
0.258 0.383 -0.050
-1.271 1.289 -0.825

=====

No. 5
The following is a DFT calculation (ωB97M-V/def2-TZVPD) of a structure of composition C18H36F7N3O18PS3 in a non-equilibrium geometry.

Properties
HOMO energy = -0.2796 hartree
LUMO energy = 1.8601 eV
charge = -1
orbital gap = 9.47 eV

CARTESIAN COORDINATES (ANGSTROEM)
F: 0.7534 0.4734 -1.8667
O: -1.1392 1.7765 -5.7129
C: -0.7216 -2.6704 -3.7860
H: 0.5023 -1.4417 -6.0483
F: -0.6397 -0.5181 0.8922
F: 0.5505 -1.5486 -0.8305
F: 1.4062 0.3996 0.2558
H: -1.7966 -2.4643 -3.8348
O: -4.6391 3.4536 3.6706
O: 0.0059 -3.8724 4.6997
H: 0.3755 -2.2914 -7.6086
C: 3.8305 2.0327 -0.9138
H: 1.6906 1.5811 3.1793
C: -1.1805 2.0720 -3.3683
O: 1.9740 4.7484 3.3516
N: -0.4330 -3.7266 -4.7381
C: 5.0843 3.7842 -1.5629
C: 0.4404 -2.7434 4.6982
C: -0.3713 -4.0468 0.3865
O: -1.0026 -5.0792 2.4300
O: 0.2796 3.7628 -5.2569
C: 2.3347 -3.2389 6.2162
N: -2.6462 -4.0277 1.3416
O: 3.0069 2.9482 2.2029
O: 4.0957 3.8230 4.2142
O: 5.0945 2.6363 -0.8360
O: 6.0344 4.4490 -1.8005
O: -3.7884 1.1872 3.4189
H: 1.0435 3.3754 4.6284
H: -0.3555 -2.0382 2.8577
H: 1.8541 -1.4212 5.2616
P: 0.0569 -0.0790 -0.4763
H: 0.0057 0.5689 -4.3925
O: -2.2430 3.0375 3.9729
H: -2.9687 1.4116 0.2364
H: -3.2355 -4.2285 2.1310
H: 2.0478 2.8712 -1.7598
F: -1.3102 -0.4017 -1.3392
H: 1.0848 2.4569 1.7479
H: 3.6151 1.4926 -0.0012
C: 1.1366 3.6056 3.5699
H: -3.7045 -0.4542 2.2205
C: -1.3471 -4.4249 1.4658
H: -1.1004 -1.9199 -6.7362
H: 1.8481 -3.6679 7.0893
F: -0.5364 1.4400 -0.2790
N: 1.5198 -2.3513 5.4383
H: -4.5768 1.4345 0.8850
H: 0.1387 3.8255 3.1964
H: -0.8092 -3.2723 -0.2412
H: -2.6536 -2.2488 0.1337
H: -0.1566 -4.9188 -0.2294
S: 3.4443 4.2559 3.0305
O: 3.8265 4.0506 -1.9734
H: 0.3947 -0.7415 3.8167
S: -1.0670 3.3448 -5.4196
H: -2.1409 0.4588 2.4899
O: 4.0612 5.1914 2.1731
C: -3.5214 1.5073 1.1691
O: 0.3235 -4.5390 -6.6970
H: -1.1921 -1.5012 4.3041
H: -1.7634 0.3004 -4.5001
O: -3.2000 2.7662 1.7580
F: 3.8672 1.1555 -1.9651
H: -4.2264 -2.9477 0.5430
H: -0.2609 2.4029 -2.8919
C: -0.9675 1.0421 -4.4876
H: 0.5441 -3.6057 0.7673
C: 0.0048 -3.5789 -6.0100
C: 1.7132 2.5220 2.6318
C: 2.9159 3.2311 -1.2191
H: -0.4927 -3.0217 -2.7833
C: -3.1993 0.5024 2.2455
H: -3.1932 -3.7302 -0.6553
C: -0.0494 -2.1883 -6.6144
S: -3.4723 2.7340 3.3355
H: 2.7542 -4.0393 5.5988
H: -0.2152 -1.7201 -3.9250
H: -0.3669 -4.6687 -4.3883
H: 3.2214 -2.6962 6.5495
H: 2.7326 3.7901 -0.3035
C: -0.2065 -1.6472 3.8607
H: -1.8354 1.7689 -2.5592
C: -3.1941 -3.1845 0.2918
O: -1.9084 4.0147 -6.3361
O: -1.7856 3.2191 -4.0099

Atoms 1-6, force components in eV/Å:
-0.226 -0.350 -0.117
0.582 0.176 -0.335
-0.999 -0.227 0.161
-0.147 0.090 0.053
0.142 -0.409 0.117
0.562 0.009 0.718

=====

No. 6
The following is a DFT calculation (ωB97M-V/def2-TZVPD) of a structure of composition C27H29FN2O3SbSe5W.

Properties
HOMO energy (spin up / spin down) = -0.1619 / -0.1729 hartree
<S²> = 2.0391
LUMO energy (spin up / spin down) = 1.4396 / 0.8745 eV
ΔE to the lowest compared entry with this formula, charge and spin = 150.3 kJ/mol
charge = -1
orbital gap (spin up / spin down) = 5.84 / 5.58 eV
multiplicity = 3

CARTESIAN COORDINATES (ANGSTROEM)
C: -1.1743 2.1721 6.7532
H: -4.9223 3.7499 4.4537
C: 0.8962 2.9458 0.4119
C: -4.8572 2.6691 4.6210
H: -4.8351 1.3402 6.3020
H: -5.9288 0.8991 4.0033
H: 4.0800 -1.2448 2.0986
Se: 1.0814 -2.0905 1.0572
H: 2.1129 -1.1752 -3.1325
H: 2.4087 0.4378 -3.7635
W: -0.6828 -0.9187 0.2884
H: 4.3564 -2.1952 -0.1075
Se: -0.7816 -1.5596 -1.9804
C: -3.1565 -1.6586 2.1190
O: -0.4606 0.2991 2.2143
C: 1.8301 1.8170 0.0356
Se: -2.8485 2.0612 -3.5745
H: 0.7018 0.7255 4.3178
H: 1.0834 2.9152 -2.5162
C: 3.5302 -0.2888 -0.6496
H: -4.4917 2.1469 2.1155
C: -2.3429 2.3944 6.0662
C: -0.0865 1.5806 6.1163
C: 2.7419 -0.2862 -3.0260
H: -3.5381 4.0954 6.5715
H: 0.3353 2.7126 1.3175
C: 0.8420 1.8772 -2.2694
H: 3.7068 2.3367 2.6106
F: 1.0357 1.3829 6.8390
H: 3.9964 -2.0536 -1.8150
H: 0.8143 1.3152 -3.1979
H: 3.7620 -0.5615 -3.2933
H: 0.1669 3.1480 -0.3644
H: -6.2996 2.3085 3.0058
H: 1.9646 2.5558 2.5830
C: -2.4246 2.0143 4.7104
H: 5.4633 -0.6260 1.2031
C: -1.3672 1.0280 2.6848
H: -6.9453 2.2122 4.6345
C: 2.7255 1.3076 0.9785
C: 4.3693 -1.5068 -0.9535
C: 2.6876 0.2643 -1.6195
O: -3.7658 1.3829 0.0004
H: -3.5031 2.8405 7.8012
Sb: -2.3564 -0.2543 -3.9031
H: 2.6505 1.0228 3.1083
H: 4.7289 0.3489 2.4675
C: -6.0758 1.9802 4.0185
C: 1.8098 1.2991 -1.2706
C: -1.3130 1.4340 4.0862
H: 1.4550 3.8682 0.5993
H: -5.6955 2.8570 6.5650
C: 3.5766 0.2552 0.6348
H: -0.1758 1.8658 -1.8824
C: -3.5426 3.0109 6.7249
N: -3.5974 2.1999 3.9848
O: -1.5719 0.8948 -0.1112
C: -2.6904 1.2098 0.5220
C: -0.1343 1.2003 4.8099
Se: -4.4064 -1.8398 3.3527
H: 5.4160 -1.2487 -1.1466
C: -3.5862 1.9478 2.6691
C: 4.5128 -0.3415 1.6556
Se: -4.0735 -1.8688 -4.3057
H: -1.0899 2.4474 7.7971
C: -2.5236 1.4485 1.9803
C: -4.8022 2.4183 6.1190
N: -2.3371 -1.5171 1.2952
C: 2.7577 1.8391 2.3910

Atoms 1-6, force components in eV/Å:
0.028 -0.001 0.023
0.017 0.002 0.000
0.064 0.024 0.027
-0.016 0.014 0.016
0.002 -0.001 -0.005
-0.004 -0.005 0.003

=====

No. 7
The following is a DFT calculation (ωB97M-V/def2-TZVPD) of a structure of composition C2H2F3NO in a non-equilibrium geometry.

Properties
HOMO energy (spin up / spin down) = -0.3588 / -0.3588 hartree
LUMO energy (spin up / spin down) = 0.1679 / 0.1678 eV
ΔE to the lowest compared entry with this formula, charge and spin = 445.1 kJ/mol
charge = 0
orbital gap (spin up / spin down) = 9.93 / 9.93 eV

CARTESIAN COORDINATES (ANGSTROEM)
F: -1.9925 2.8360 -1.0976
H: -0.2009 -0.8766 -0.8167
F: -0.7423 1.3843 -2.4028
C: -1.7277 1.5528 -1.4349
C: -0.4381 -0.3414 0.1223
O: -1.7798 1.2512 1.1933
H: 0.0562 -0.5906 1.0067
N: -1.2479 0.6666 0.2293
F: -2.7727 0.9362 -2.0089

Atoms 1-6, force components in eV/Å:
0.681 -2.453 -0.799
-0.344 1.081 0.525
-0.901 1.086 2.240
0.748 -1.555 0.018
-0.615 0.781 -1.273
1.321 -0.935 -1.190